No. 1
# C14H42Mn2NO10

C14H42Mn2NO10 as an isolated structure (wB97M-V/def2-TZVPD, the Open Molecules 2025 dataset).

XYZ file:
```
69
Properties=species:S:1:pos:R:3:nbo_charge:R:1
Mn -3.1914 -0.7254 -1.6689 1.75
Mn -0.0168 -1.4724 3.2709 1.78
N -0.4724 -0.1630 0.1196 0.76
O -1.6193 -0.5143 -0.2782 -0.65
O 0.0908 0.7737 -0.4262 -0.35
O 0.0485 -0.6340 1.1760 -0.64
C 1.6038 1.4137 5.7013 -0.64
C 0.1671 1.2606 5.2143 -0.09
O 0.2432 0.5271 3.9567 -0.89
H 2.0829 0.4467 5.8487 0.21
H 1.6431 2.0718 6.5710 0.26
H 2.2201 1.9361 4.9629 0.22
H -0.2634 2.2612 5.1957 0.22
H -0.3295 0.7028 6.0077 0.21
H 0.5271 1.1371 3.2282 0.56
C -0.8755 1.4642 -4.7763 -0.65
C -0.9511 1.3585 -3.2457 -0.07
O -2.3076 0.9817 -2.8110 -0.84
H 0.1567 1.6464 -5.0760 0.26
H -1.5745 2.1919 -5.1875 0.23
H -1.0635 0.5025 -5.2652 0.21
H -0.8115 2.3499 -2.8229 0.20
H -0.2345 0.5835 -2.9998 0.21
H -2.8446 1.5659 -3.3703 0.51
C -1.9283 -4.1916 -3.0612 -0.67
C -1.1672 -3.0844 -2.3864 -0.08
O -1.5759 -1.7664 -2.8433 -0.81
H -1.8583 -4.2667 -4.1464 0.24
H -2.9935 -4.2023 -2.8049 0.21
H -1.6120 -5.1536 -2.6493 0.26
H -0.0941 -3.2888 -2.3863 0.21
H -1.3832 -3.0711 -1.3125 0.17
H -1.6127 -1.8364 -3.8114 0.52
C 4.2262 0.5215 -4.0799 -0.64
C 3.3597 1.3432 -3.1597 -0.06
O 3.2061 0.6627 -1.9102 -0.73
H 5.2366 0.4358 -3.6701 0.23
H 4.3050 0.8791 -5.1036 0.23
H 3.8973 -0.5211 -4.0980 0.21
H 2.3736 1.4013 -3.6414 0.13
H 3.7802 2.3395 -3.0079 0.18
H 2.3914 0.9961 -1.5276 0.46
C 3.9803 -0.1474 2.8304 -0.66
C 3.4059 -1.4326 3.3749 -0.08
O 2.1075 -1.7248 2.8002 -0.84
H 4.4318 -0.1645 1.8411 0.24
H 4.7607 0.1186 3.5518 0.25
H 3.2711 0.6788 2.9215 0.22
H 3.3468 -1.3285 4.4564 0.20
H 4.1398 -2.2112 3.1559 0.22
H 2.2788 -2.0327 1.8969 0.52
C 0.0821 4.6272 2.1105 -0.64
C 1.1595 3.6948 2.6176 -0.07
O 1.0686 2.3738 2.0548 -0.77
H -0.9077 4.2600 2.3930 0.20
H 0.1286 4.6947 1.0217 0.21
H 0.2487 5.6107 2.5465 0.26
H 1.1900 3.5941 3.7020 0.18
H 2.1177 4.1037 2.2753 0.19
H 0.7688 2.4817 1.1435 0.49
C -5.6846 -3.6186 -1.1331 -0.63
C -5.4622 -2.4902 -0.0948 -0.10
O -4.1027 -1.9714 -0.1584 -0.82
H -5.1180 -3.4213 -2.0455 0.19
H -6.7410 -3.7392 -1.3608 0.26
H -5.3635 -4.5731 -0.7127 0.23
H -5.8116 -2.8433 0.8699 0.23
H -6.1287 -1.7402 -0.5281 0.19
H -3.9450 -1.6625 0.7446 0.52
```

## Properties
Highest occupied orbital energy (alpha / beta) in eV: -16.3 / -16.3
LUMO (alpha / beta) in eV: -10.6 / -10.6
HOMO-LUMO gap (alpha / beta) in eV: 5.674 / 5.724
Spin multiplicity: 11
ΔE to the lowest compared entry with this formula, charge and spin in eV: 2.308
Total charge: +3

***

No. 2
# C2H4IrO

C2H4IrO as an isolated structure (wB97M-V/def2-TZVPD, the Open Molecules 2025 dataset).

XYZ file:
```
8
Properties=species:S:1:pos:R:3:nbo_charge:R:1
H -0.3647 -2.9955 1.1890 0.53
C 0.6915 1.4074 -0.5673 -0.16
C -0.0692 0.2890 -0.5875 -0.45
O -0.9106 -2.2486 1.4284 -0.90
Ir -0.6073 -0.5167 1.1690 1.21
H 1.4618 1.6186 -1.3230 0.25
H 0.5278 2.2107 0.1615 0.25
H -0.7293 0.2350 -1.4700 0.28
```

## Properties
Highest occupied orbital energy (alpha / beta) in eV: -13.9 / -15.2
LUMO (alpha / beta) in eV: -5.4 / -7.5
HOMO-LUMO gap (alpha / beta) in eV: 8.441 / 7.655
Spin multiplicity: 5
Total charge: +1

***

No. 3
# C34H39N5O3P2STi

C34H39N5O3P2STi as an isolated structure (wB97M-V/def2-TZVPD, the Open Molecules 2025 dataset).

XYZ file:
```
85
Properties=species:S:1:pos:R:3:mulliken_charge:R:1
Ti -0.0606 1.0870 1.0269 -0.50
C -1.3203 1.6415 -4.0884 -0.64
C -1.4109 0.3042 -4.0836 -0.12
C -0.5094 -0.6498 -4.8027 -0.80
C 0.9603 -0.1805 -4.9787 -1.34
C 1.5468 0.4698 -3.7680 -0.02
C 1.3720 1.7141 -3.2904 0.09
C 0.8487 2.8605 -4.1197 -1.08
C -0.3665 2.4199 -4.9568 -0.95
C 1.6617 1.2709 2.2635 -1.57
H -2.0321 2.2786 -3.5564 0.29
H -2.3454 -0.1691 -3.7937 0.82
H -0.9146 -0.8681 -5.8090 0.45
H -0.5279 -1.6290 -4.2948 0.35
H 1.5818 -1.0710 -5.1946 0.48
H 1.0321 0.4360 -5.8894 0.36
H 2.3210 -0.1619 -3.3267 0.51
H 1.7827 1.9825 -2.3179 0.35
H 1.6117 3.2909 -4.8086 0.38
H 0.5122 3.6713 -3.4504 0.31
H -0.8705 3.2925 -5.4058 0.51
H -0.0203 1.8321 -5.8133 0.23
H 1.0366 2.0053 2.8224 0.39
H 2.6294 1.7423 2.0855 0.79
H 1.8161 0.4025 2.9125 0.46
P 1.8572 -0.2916 0.1728 0.96
P -1.4922 -0.6624 0.1569 1.13
N 3.2487 0.6308 -0.5380 1.02
N 2.8425 -1.6413 0.8415 0.84
N -2.5302 0.5464 -0.5735 0.76
N -2.8256 -1.6951 0.6671 0.43
C 0.9798 -1.1713 -1.1933 0.96
C -0.4982 -1.6294 -1.0348 -1.18
C 3.4045 2.0048 -0.3013 -0.65
C 4.4392 2.4904 -1.0753 -0.83
C 4.9275 1.4045 -1.8669 -0.74
C 4.2075 0.2712 -1.4945 -0.58
C 3.8223 -1.4285 1.8181 -0.60
C 4.4687 -2.6267 2.0923 -0.77
C 3.9048 -3.6192 1.2276 -0.68
C 2.9198 -2.9884 0.4757 -0.58
C -2.5615 1.9445 -0.3998 -0.29
C -3.3360 2.4770 -1.4248 -0.72
C -3.8218 1.3905 -2.2099 -1.12
C -3.2633 0.2303 -1.7037 -0.62
C -4.1224 -2.0083 0.2211 -0.42
C -4.6534 -2.9927 1.0530 -0.63
C -3.6746 -3.2803 2.0553 -0.91
C -2.5682 -2.4883 1.7934 -0.56
H 1.6043 -2.0298 -1.4951 1.31
H 0.9744 -0.4739 -2.0405 -2.47
H -0.9752 -1.6019 -2.0327 0.44
H -0.5126 -2.6562 -0.6309 0.46
H 2.7743 2.5151 0.4052 0.47
H 4.7678 3.5191 -1.0734 0.47
H 5.6953 1.4792 -2.6229 0.48
H 4.3212 -0.7531 -1.8199 0.54
H 3.9553 -0.4483 2.2419 0.46
H 5.2679 -2.7654 2.8066 0.49
H 4.1923 -4.6598 1.1692 0.47
H 2.2751 -3.3995 -0.2853 0.46
H -2.2270 2.4169 0.5224 0.54
H -3.4834 3.5351 -1.6056 0.50
H -4.4537 1.4201 -3.0823 0.38
H -3.3720 -0.8045 -2.0020 0.82
H -4.5656 -1.5294 -0.6344 0.55
H -5.6276 -3.4601 0.9704 0.46
H -3.7391 -3.9948 2.8563 0.50
H -1.6235 -2.3726 2.2992 0.66
O 0.3224 -1.8914 3.4594 -0.66
C -0.3457 -0.8757 3.6908 0.06
N -0.8510 -0.0437 2.6885 0.72
S -1.9131 1.1365 3.2120 1.07
O -1.2104 2.2423 2.4224 -0.62
O -3.2879 0.8220 2.9061 -0.59
C -1.5017 0.8042 4.9044 0.78
C -2.0819 1.3835 6.0335 -0.72
C -1.8764 0.7772 7.2760 -0.67
C -1.1316 -0.4095 7.3849 -0.58
C -0.5705 -0.9908 6.2482 -0.57
C -0.7568 -0.3626 5.0123 -0.07
H -2.6929 2.2782 5.9341 0.49
H -2.3022 1.2063 8.1840 0.43
H -1.0112 -0.9053 8.3453 0.44
H -0.0473 -1.9466 6.2310 0.53
```

## Properties
Highest occupied orbital energy in eV: -13.4
LUMO in eV: -8.4
HOMO-LUMO gap in eV: 4.998
ΔE to the lowest compared entry with this formula, charge and spin in eV: 2.168
Total charge: +2

***

No. 4
# C22H25Cl2N5O3S2

A single C22H25Cl2N5O3S2 molecule (wB97M-V/def2-TZVPD, the Open Molecules 2025 dataset).

XYZ file:
```
59
Properties=species:S:1:pos:R:3:nbo_charge:R:1
C 1.8005 -4.0064 -1.5912 -0.61
C 0.4587 -3.3013 -1.7506 -0.40
C -0.4378 -4.0446 -2.7352 -0.23
N -1.7672 -3.4650 -2.7724 -0.70
S -1.8307 -1.9000 -3.3367 2.32
O -0.7272 -1.6013 -4.2062 -0.94
O -3.1598 -1.6174 -3.7981 -0.94
C -1.6456 -0.9239 -1.8366 -0.29
C -2.2973 -1.3158 -0.6829 -0.19
C -2.2487 -0.4995 0.4310 -0.16
C -1.5722 0.7192 0.3869 -0.16
C -0.9106 1.0937 -0.7801 -0.13
C -0.9498 0.2685 -1.8908 -0.21
H -0.4424 0.5298 -2.8062 0.25
H -0.3429 2.0109 -0.8307 0.20
C -1.5551 1.5257 1.6401 0.68
O -1.7428 1.0269 2.7328 -0.62
N -1.3048 2.8531 1.4967 -0.61
H -1.2264 3.2622 0.5806 0.40
C -1.1593 3.7207 2.6435 -0.28
C 0.2253 4.2632 2.7405 0.35
N 0.5320 5.5132 2.8571 -0.26
N 1.8832 5.5639 2.8484 -0.39
C 2.4448 4.3330 2.6984 0.21
S 4.0275 3.9457 2.6004 -0.22
N 1.3539 3.4825 2.6442 -0.44
C 1.3967 2.0837 2.4663 0.22
C 1.8087 1.5739 1.2426 -0.24
C 1.7665 0.2081 1.0229 -0.06
C 1.3298 -0.6433 2.0362 -0.07
C 0.9739 -0.1282 3.2731 -0.19
C 1.0033 1.2354 3.4922 -0.20
H 0.7082 1.6374 4.4480 0.23
H 0.6505 -0.7965 4.0539 0.24
Cl 1.2192 -2.3311 1.7514 0.04
Cl 2.2142 -0.4169 -0.5147 0.04
H 2.1569 2.2358 0.4654 0.25
H 2.3759 6.4370 2.9341 0.43
H -1.3957 3.1040 3.5186 0.26
H -1.8524 4.5649 2.5963 0.24
H -2.7342 -0.7803 1.3533 0.24
H -2.8295 -2.2534 -0.6712 0.24
C -2.8703 -4.3406 -3.1131 -0.22
C -2.7148 -5.0899 -4.4401 -0.41
C -2.6144 -4.1416 -5.6276 -0.62
H -2.5157 -4.7035 -6.5539 0.21
H -1.7539 -3.4841 -5.5275 0.21
H -3.5011 -3.5157 -5.6878 0.22
H -3.5859 -5.7380 -4.5592 0.21
H -1.8293 -5.7282 -4.3999 0.20
H -2.9930 -5.0570 -2.2924 0.20
H -3.7516 -3.6996 -3.1609 0.23
H -0.5402 -5.0863 -2.4206 0.21
H 0.0245 -4.0184 -3.7295 0.20
H -0.0445 -3.2369 -0.7836 0.21
H 0.6179 -2.2877 -2.1196 0.21
H 2.3137 -4.0676 -2.5478 0.21
H 2.4334 -3.4613 -0.8963 0.22
H 1.6614 -5.0151 -1.2081 0.20
```

## Properties
SMILES string: CCCN(CCC)S(=O)(=O)c1ccc(C(=O)NCc2n[nH]c(=S)n2-c2ccc(Cl)c(Cl)c2)cc1
Highest occupied orbital energy in eV: -8.3
LUMO in eV: -0.1
HOMO-LUMO gap in eV: 8.206
ΔE to the lowest compared entry with this formula, charge and spin in eV: 0.000